[1]
This record from the Open Molecules 2025 dataset describes a molecular structure, C17H12N5O4PdS. The level of theory is the ωB97M-V functional and the def2-TZVPD basis.

Computed properties:
Energy relative to the best compared isomer or geometry (same formula, charge and spin) in eV: 0.0000
E_HOMO in eV: -11.940

ORCA input file:
```
! RIJCOSX wB97M-V def2-TZVPD def2/J DEFGRID3
* xyz 1 1
Pd 0.23220 -0.02911 -1.33662
S 1.39375 -0.21709 1.75740
O 0.32021 -1.93679 -4.84854
O 2.01962 -5.87738 -3.32839
O 1.24400 -4.48384 -4.87431
O 0.00640 -0.38546 -3.27352
N -0.12235 2.23190 2.11515
N 0.96580 -1.90532 -1.40309
N -0.58560 1.80217 -1.44470
N 1.43567 -2.84482 -0.57902
N 0.41241 0.56407 0.58927
C 0.42680 0.13709 3.19342
C -0.17891 1.38341 3.25489
C -1.64887 3.59435 -2.56553
C 1.57345 -4.80640 -3.63539
C 1.71276 -3.97187 -1.25175
C -1.79166 4.26734 -1.37030
C -0.94939 0.89632 5.46532
C -0.87969 1.76470 4.38420
C 0.39499 -1.55372 -3.70103
C 0.31429 -0.74877 4.25167
C 0.92649 -2.44049 -2.61790
C 1.39559 -3.75833 -2.57976
C -0.70908 2.45391 -0.26971
C -0.11038 1.71768 0.86847
C -0.36250 -0.35735 5.39931
C -1.04272 2.34396 -2.56782
C -1.31858 3.68625 -0.19688
H 0.76963 -1.72828 4.18894
H -1.47837 1.20133 6.35735
H -0.50020 3.15734 2.23580
H 2.11136 -4.85183 -0.77554
H -1.36503 2.73244 4.42507
H -0.42982 -1.03446 6.23901
H -2.00199 4.01628 -3.49508
H -0.91652 1.74902 -3.46342
H -2.26905 5.23702 -1.33896
H 1.54192 -2.64593 0.40469
H 0.90246 -3.56201 -4.95756
H -1.43908 4.20269 0.74486
*
```

Atomic partial charges in e from the natural (NBO) method, atoms 1 to 5:
1. Pd 0.93
2. S 0.48
3. O -0.59
4. O -0.56
5. O -0.65


[2]
This record from the Open Molecules 2025 dataset describes 10 unconnected molecules or ions with the total composition C36H99N7O11 in a non-equilibrium geometry. The level of theory is the ωB97M-V functional and the def2-TZVPD basis.

Computed properties:
⟨S²⟩: 0.751
E_HOMO (spin up / spin down) in eV: 0.440 / -6.868

ORCA input file:
```
! RIJCOSX wB97M-V def2-TZVPD def2/J DEFGRID3
* xyz -1 2
O -19.05445 22.88053 10.13185
O -14.42199 20.87451 12.58953
O -12.85206 17.48780 7.11445
O -16.39672 15.77623 4.98679
O -15.64347 15.69026 11.25183
O -15.43880 19.29119 5.21120
O -12.09545 17.94667 2.25793
O -5.09835 18.65756 9.63000
O -9.56443 23.12567 10.34246
O -12.55156 13.41650 8.23122
O -8.20071 15.01933 11.47506
N -11.89109 23.32426 11.66554
N -12.51778 19.76632 5.40882
N -14.53814 14.95117 6.77261
N -10.38320 24.04145 6.85191
N -18.32587 20.54177 11.35510
N -5.64148 13.03228 13.32282
N -17.12879 13.35368 10.66515
C -16.49189 13.99914 9.55010
C -12.54519 16.62822 1.76181
C -10.38097 23.27694 8.09739
C -12.45091 17.71217 8.45842
C -6.32394 13.61930 12.17413
C -10.94596 17.84855 8.52248
C -13.74520 22.08655 12.81974
C -6.09835 20.36972 10.96376
C -12.54766 22.07634 11.97244
C -6.54366 12.56993 11.03931
C -16.12208 17.11644 4.50358
C -15.45043 17.05857 11.58955
C -18.35545 21.89690 9.32169
C -13.15229 19.09205 8.81377
C -16.20942 15.49810 9.93141
C -19.54681 23.95789 9.34704
C -17.52444 20.84620 10.16050
C -17.39797 13.78534 8.34581
C -12.19624 18.08763 3.65572
C -10.36834 19.84567 4.11230
C -15.55847 20.77395 13.44920
C -12.80959 11.97573 8.23813
C -17.11196 19.58345 9.44054
C -9.61128 14.99173 11.27067
C -12.30185 13.97308 6.92961
C -6.35319 19.17569 10.03200
C -11.90559 19.48885 4.11773
C -7.70575 14.25331 12.60006
C -13.28578 14.68377 4.69569
C -11.45103 21.14862 12.38505
C -10.26782 21.80332 7.66952
C -8.48742 23.32004 11.33185
C -13.57991 14.06626 6.09382
C -7.22321 18.11595 10.61260
C -9.37658 23.81796 9.12673
C -16.07018 18.11089 5.68097
H -17.09590 18.24171 6.02576
H -12.46456 18.20007 6.60052
H -17.74035 22.37958 8.56224
H -18.70040 24.53314 8.97183
H -14.79470 17.50985 10.84492
H -15.90953 19.67812 4.46938
H -16.76296 13.86046 11.45852
H -10.50632 18.11401 9.48391
H -16.92919 17.34779 3.80848
H -13.59619 22.16872 13.89637
H -11.07252 21.35417 13.38634
H -12.40395 20.17843 3.43640
H -11.60660 17.33277 4.17593
H -20.18592 23.58159 8.54826
H -16.05665 19.80823 13.36380
H -14.41961 22.91702 12.61098
H -13.63082 16.55965 1.83113
H -12.84790 16.89199 9.05658
H -7.08294 20.76262 11.21738
H -5.36924 13.90357 13.75509
H -14.18257 19.17759 8.46838
H -8.35767 23.65534 8.77534
H -5.64574 12.11635 10.61965
H -16.44949 18.90963 9.98387
H -16.35888 17.63771 11.75515
H -18.34308 14.32831 8.35263
H -9.80620 15.49095 10.32152
H -12.63662 19.89984 8.29449
H -9.31058 21.57825 7.19926
H -16.63337 21.39059 10.47312
H -13.93757 13.05830 5.88359
H -17.92446 19.00327 9.00313
H -11.66567 20.08099 12.43199
H -17.19886 15.95530 9.92208
H -5.62093 20.09140 11.90328
H -16.48063 19.88261 8.60386
H -10.16878 20.72033 4.73137
H -8.27839 18.35655 10.74228
H -10.56097 16.85250 8.30392
H -7.27356 17.21369 10.00310
H -5.74426 14.36517 11.63030
H -18.10286 13.62054 10.67370
H -20.08024 24.73747 9.89091
H -14.10863 14.96283 4.03756
H -15.19211 20.66572 14.47007
H -9.71807 19.05569 4.48804
H -7.06684 11.68735 11.40733
H -15.55355 13.56472 9.20528
H -10.11308 20.13525 3.09294
H -11.87656 11.47206 8.49085
H -9.98347 13.96833 11.22361
H -15.72083 16.08292 9.15208
H -13.52186 19.66112 5.37956
H -14.56956 14.71736 7.75467
H -10.59583 21.24676 11.71639
H -10.08288 15.56724 12.06722
H -12.57988 14.13882 4.06893
H -18.87176 21.36799 11.55377
H -15.45037 17.76260 6.50718
H -15.65258 15.39904 5.46175
H -12.52897 20.77548 5.44841
H -4.70352 19.36073 9.10918
H -16.87124 14.23297 7.50303
H -13.17136 17.73133 3.98784
H -9.52150 23.83020 6.36925
H -17.56365 12.72723 8.14314
H -6.82230 17.94657 11.61195
H -10.34927 21.17145 8.55395
H -11.13852 21.50887 7.08362
H -12.17163 16.49253 0.74685
H -13.02552 19.30216 9.87579
H -11.26134 23.58126 12.41218
H -7.21941 12.99106 10.29492
H -10.51369 18.44495 7.71903
H -12.12771 15.78865 2.31764
H -7.55490 23.04205 10.84069
H -15.23431 17.13617 3.87147
H -14.03289 15.82427 6.72241
H -8.66831 22.85250 12.29973
H -12.82787 21.82870 10.94859
H -6.84935 19.50728 9.11987
H -13.19518 11.64220 7.27471
H -5.44107 21.15352 10.58728
H -19.10013 21.40843 8.69323
H -13.60696 11.76658 8.95126
H -4.76803 12.84878 12.85005
H -12.85733 15.66048 4.92058
H -11.36407 23.36604 8.55966
H -11.31250 23.24343 10.84164
H -8.40605 13.49291 12.94570
H -11.09189 23.59918 6.28423
H -11.43210 13.44650 6.53675
H -14.81451 17.20130 12.46323
H -8.27716 24.37766 11.49105
H -9.65748 24.84541 9.35809
H -11.95011 14.98917 7.10832
H -19.03982 19.85001 11.17666
H -7.53655 15.05277 13.32140
H -16.24071 21.62312 13.40966
*
```

Atomic partial charges in e from the Löwdin method, atoms 1 to 5:
1. O -0.22
2. O -0.19
3. O -0.11
4. O -0.12
5. O -0.19


[3]
This record from the Open Molecules 2025 dataset describes a molecular structure, C46H43BFFeIN8O7S2 in a non-equilibrium geometry. The level of theory is the ωB97M-V functional and the def2-TZVPD basis.

Computed properties:
⟨S²⟩: 6.007
Energy relative to the best compared isomer or geometry (same formula, charge and spin) in eV: 0.0000
E_HOMO (spin up / spin down) in eV: -0.405 / -0.402

ORCA input file:
```
! RIJCOSX wB97M-V def2-TZVPD def2/J DEFGRID3
* xyz -2 5
I -3.47640 3.89808 -4.55003
Fe 0.72020 0.17878 -0.95913
S 3.90100 -0.86062 -2.00543
S 3.24540 -2.30702 -3.27393
F -2.08780 -3.63572 4.09177
O 2.08830 3.36138 1.93317
O 4.61190 0.12858 -2.80643
O -0.01860 -0.23702 1.13907
O 2.66380 -0.29322 -1.39933
O 4.73560 -1.50062 -0.99413
O 1.56070 1.92928 0.32227
O -0.36240 2.14368 -2.11013
N -1.03530 4.25678 -2.41573
N 0.76360 1.01778 4.96857
N -0.45920 -0.96162 -3.76143
N -1.81490 -0.02962 -1.13303
N 0.47590 -0.10802 -3.35213
N 0.42060 -2.25432 -0.97383
N -0.44690 -2.71692 -1.87543
N -2.24450 -0.94972 -1.99063
C -1.66020 2.33158 0.67107
C 3.38140 -4.34322 2.31787
C -1.64000 3.33988 1.61577
C 0.07680 -0.16202 4.76417
C -0.61180 -0.87182 -5.10293
C 0.26690 0.08808 -5.55853
C 2.59750 -2.02482 1.03357
C 4.02510 -3.15122 2.60217
C 4.01740 3.49778 -4.31653
C -0.09210 1.04338 7.25987
C 0.92620 -3.29292 -0.30903
C -3.94750 2.94618 2.09717
C 3.56890 2.98518 -5.52013
C -1.12490 -2.09452 5.59327
C 1.01230 1.52078 6.31397
C 1.95340 -3.22082 0.72317
C -1.11150 2.93088 -2.64483
C 2.45090 2.09638 -3.15343
C -3.97000 1.93488 1.15577
C 1.25970 1.68448 3.87907
C 0.28550 0.15878 2.27947
C 2.35210 -4.37802 1.39757
C 1.08070 3.05058 6.35327
C 0.33880 -4.47312 -0.80543
C -0.16740 -0.47442 7.24747
C -0.51520 -4.06642 -1.80213
C 1.99230 1.56558 -4.35873
C 3.44650 3.05328 -3.13663
C -4.42680 -1.87682 -2.86693
C 1.63320 2.28998 1.51497
C -1.35650 -2.49982 4.29117
C -1.55970 -1.68562 -5.91513
C -2.82600 1.60748 0.42367
C -2.14650 2.40438 -3.60373
C -0.16340 -0.60012 3.44477
C -0.88450 -1.78382 3.22007
C -3.59720 -0.98142 -2.00983
C 1.05020 1.34048 2.58977
C -2.87990 0.54408 -0.57143
C 2.56170 2.04058 -5.54273
C 3.61580 -1.99182 1.96637
C -2.78160 3.65348 2.33627
C -0.39840 -0.93152 5.83527
C -1.37130 -4.93332 -2.65903
C 0.94920 0.54548 -4.41133
C -4.04510 -0.03642 -1.11213
B -1.28490 -1.84872 -2.81793
H -4.84790 3.17898 2.65237
H -2.80680 1.71278 -3.08743
H 0.51940 -5.48262 -0.49683
H -1.37690 -2.74752 -5.76113
H -1.51390 -2.67342 6.41817
H 3.68880 -5.25452 2.81827
H 0.76790 -0.88882 7.64027
H 0.38410 0.40588 -6.57583
H -2.42850 -4.73422 -2.48313
H -0.33180 4.56018 -1.76183
H -1.05430 -2.09152 2.20127
H 2.22870 1.66208 -6.49823
H -0.76280 2.08338 0.12707
H 0.26010 3.47728 5.78127
H 3.78500 3.43598 -2.18583
H 1.00650 3.39128 7.38517
H 1.87040 -5.32532 1.20007
H -1.16640 -5.97482 -2.41993
H 1.86400 2.55588 4.06867
H -0.97790 -0.83172 7.88817
H -1.04460 1.45798 6.92497
H -1.41910 -1.44912 -6.96853
H 4.11270 -1.05672 2.17277
H -2.76250 4.43398 3.08587
H 4.85110 -3.13752 3.30427
H 4.80990 4.23398 -4.30483
H -5.48060 -1.65782 -2.70113
H 4.01120 3.31958 -6.45113
H -2.59680 -1.47662 -5.64873
H 2.03050 1.76588 -2.21703
H 0.10950 1.40778 8.26957
H -5.06810 0.20228 -0.89413
H -0.71810 3.87288 1.79667
H -4.20260 -1.72982 -3.92233
H -1.95400 -2.56022 -3.48183
H 1.97370 1.11638 6.67047
H -4.24860 -2.92432 -2.62893
H -1.15600 -4.76292 -3.71153
H 2.32040 -1.12652 0.51077
H -4.88690 1.38278 1.00367
H 2.01640 3.42478 5.94967
H -1.67640 4.92488 -2.81003
H -1.65030 1.88848 -4.42213
*
```

Atomic partial charges in e from the Löwdin method, atoms 1 to 5:
1. I 0.70
2. Fe 0.88
3. S -0.01
4. S 0.04
5. F 0.04